Entry 1:
Here is a molecular structure, C61H73Br2N5PSTi from OMol25. Energies are from ωB97M-V with the def2-TZVPD basis set.

Each line ends with the Löwdin charge.
CARTESIAN COORDINATES (ANGSTROEM)
1 Ti -1.4406 0.1084 -0.0548  1.22
2 Br 0.4257 6.4871 1.0783  0.94
3 C -0.0484 4.7053 0.8636  -0.65
4 C 0.9229 3.7245 0.7566  -0.08
5 C 0.5209 2.4169 0.5613  -0.11
6 N -0.7660 2.0710 0.4726  -0.04
7 C -1.7192 3.0043 0.7084  -0.19
8 C -1.3948 4.3319 0.8685  0.00
9 C -3.0767 2.4625 0.9223  -0.18
10 C -4.1256 3.2262 1.3935  -0.01
11 C -5.3194 2.6012 1.7406  -0.65
12 Br -6.7505 3.6036 2.3697  0.93
13 C -5.4128 1.2208 1.6324  -0.05
14 C -4.3313 0.5299 1.1284  -0.10
15 N -3.1956 1.1304 0.7524  0.02
16 H 1.9766 3.9551 0.8275  0.11
17 H 1.2508 1.6187 0.4990  0.09
18 H -2.1572 5.0795 1.0293  0.12
19 H -4.0249 4.2931 1.5247  0.12
20 H -6.3107 0.6913 1.9180  0.13
21 H -4.3880 -0.5397 0.9851  0.10
22 C 3.7266 2.9443 5.0088  -0.04
23 C 2.4610 2.8941 4.1455  -0.37
24 C 2.0957 4.2871 3.6398  -0.06
25 C 2.6443 1.8786 3.0389  -0.19
26 C 2.2202 0.5698 3.2232  0.00
27 C 2.4479 -0.4297 2.2812  -0.12
28 C 2.3283 -1.8863 2.7206  -0.34
29 C 3.5213 -2.2003 3.6451  -0.03
30 C 1.0616 -2.2601 3.4783  -0.05
31 C 3.0346 -0.0779 1.0506  -0.10
32 C 3.6411 1.1950 0.9234  -0.15
33 C 3.3944 2.1560 1.9002  -0.01
34 C 4.7413 1.4824 -0.0949  -0.36
35 C 4.8735 2.9599 -0.4806  -0.07
36 C 6.0884 1.0269 0.4895  -0.02
37 C 3.2335 -1.1372 0.0021  -0.17
38 C 4.3054 -2.0019 0.2464  -0.03
39 C 4.6935 -3.0084 -0.6160  -0.02
40 C 4.0003 -3.1698 -1.8020  -0.03
41 C 2.9257 -2.3438 -2.0579  -0.13
42 C 2.4879 -1.3373 -1.1814  -0.27
43 P 1.0155 -0.4357 -1.8779  1.21
44 C 1.8619 0.8634 -3.0365  -0.60
45 C 3.1546 0.2505 -3.6042  -0.07
46 C 1.0220 1.3597 -4.2398  -0.08
47 C 2.2787 2.0795 -2.2094  -0.10
48 C 0.1323 -1.6615 -3.0249  -0.64
49 C -1.3107 -1.1486 -3.1381  -0.10
50 C 0.6397 -1.8383 -4.4687  -0.05
51 C 0.1372 -3.0425 -2.3569  -0.07
52 H 3.6013 3.6422 5.8365  0.09
53 H 4.5804 3.2762 4.4141  0.09
54 H 3.9660 1.9638 5.4214  0.09
55 H 1.6397 2.5372 4.7770  0.13
56 H 2.9124 4.7374 3.0712  0.09
57 H 1.8879 4.9506 4.4788  0.10
58 H 1.2057 4.2686 3.0032  0.03
59 H 1.7693 0.3084 4.1744  0.12
60 H 2.3882 -2.5264 1.8367  0.12
61 H 3.3606 -1.7366 4.6207  0.09
62 H 4.4684 -1.8210 3.2702  0.08
63 H 3.6153 -3.2760 3.7981  0.09
64 H 0.9014 -1.6302 4.3541  0.08
65 H 1.1456 -3.2851 3.8433  0.09
66 H 0.1805 -2.2049 2.8494  0.04
67 H 3.8674 3.1263 1.8070  0.12
68 H 4.5616 0.8909 -0.9951  0.11
69 H 5.4056 3.5191 0.2899  0.09
70 H 3.9140 3.4560 -0.6439  0.06
71 H 5.4566 3.0560 -1.3968  0.10
72 H 6.2798 1.5405 1.4333  0.10
73 H 6.8972 1.2748 -0.1992  0.10
74 H 6.1210 -0.0440 0.6714  0.07
75 H 4.8625 -1.8624 1.1594  0.11
76 H 5.5348 -3.6422 -0.3691  0.13
77 H 4.2900 -3.9205 -2.5248  0.13
78 H 2.4203 -2.4811 -2.9979  0.06
79 H 2.9743 -0.6177 -4.2345  0.08
80 H 3.8717 -0.0155 -2.8323  0.08
81 H 3.6133 1.0166 -4.2330  0.11
82 H 0.0766 0.8567 -4.3989  0.04
83 H 1.5967 1.2412 -5.1581  0.10
84 H 0.8239 2.4266 -4.1495  0.07
85 H 2.7419 1.7969 -1.2703  0.04
86 H 1.4465 2.7507 -2.0026  0.06
87 H 3.0088 2.6596 -2.7779  0.11
88 H -1.3985 -0.2151 -3.6894  0.07
89 H -1.7846 -0.9839 -2.1542  0.01
90 H -1.9295 -1.8987 -3.6327  0.11
91 H 0.6835 -0.9250 -5.0506  0.07
92 H -0.0687 -2.5047 -4.9682  0.11
93 H 1.6082 -2.3285 -4.5314  0.08
94 H -0.7782 -3.5721 -2.6182  0.09
95 H 0.2078 -2.9807 -1.2725  0.06
96 H 0.9763 -3.6483 -2.6945  0.09
97 C -1.0682 -5.0926 2.1565  -0.06
98 C -0.6782 -4.2992 0.9083  -0.20
99 C -1.7916 -4.2174 -0.1156  -0.19
100 C -2.1381 -5.3839 -0.7889  -0.01
101 C -3.0912 -5.3837 -1.7920  -0.02
102 C -3.7464 -4.2069 -2.1137  -0.01
103 C -3.4580 -3.0221 -1.4458  -0.20
104 C -4.3182 -1.8212 -1.7090  -0.22
105 C -5.6841 -1.9697 -1.0355  -0.05
106 C -2.4583 -3.0371 -0.4735  -0.19
107 N -2.1314 -1.8271 0.2835  -0.01
108 C -2.3561 -2.0097 1.5808  -0.06
109 C -1.8932 -1.0587 2.4630  -0.33
110 C -2.1181 -0.8127 3.8107  0.06
111 C -1.4446 0.3786 4.1051  0.01
112 C -0.8485 0.8120 2.9329  -0.08
113 N -1.1060 -0.0419 1.8983  -0.04
114 H -0.2263 -5.1722 2.8432  0.08
115 H -1.3821 -6.1033 1.8992  0.09
116 H -1.8971 -4.6255 2.6936  0.07
117 H 0.1782 -4.7825 0.4301  0.13
118 H -0.3226 -3.3067 1.1962  0.08
119 H -1.6270 -6.3049 -0.5362  0.13
120 H -3.3290 -6.2997 -2.3159  0.13
121 H -4.5164 -4.2065 -2.8763  0.13
122 H -4.4539 -1.6806 -2.7842  0.13
123 H -3.8138 -0.9181 -1.3576  0.04
124 H -6.2175 -2.8234 -1.4522  0.09
125 H -6.3137 -1.0910 -1.1824  0.07
126 H -5.5863 -2.1603 0.0369  0.08
127 H -2.8754 -2.9038 1.9127  0.16
128 H -2.6783 -1.4387 4.4887  0.14
129 H -1.3701 0.8635 5.0651  0.13
130 H -0.2229 1.6799 2.8100  0.11
131 S -1.8658 3.2963 -3.5301  1.19
132 C -1.3817 2.1997 -2.3386  -0.49
133 N -2.3052 1.4937 -1.7428  -0.04
134 C -3.5722 1.8297 -2.2831  -0.26
135 C -4.8365 1.3541 -1.9212  -0.03
136 C -5.9525 1.8477 -2.5606  -0.03
137 C -5.8557 2.8173 -3.5658  -0.03
138 C -4.6264 3.3112 -3.9334  -0.05
139 C -3.5013 2.8109 -3.2787  -0.44
140 H -0.3431 2.1188 -2.0750  0.03
141 H -4.9615 0.6035 -1.1646  0.06
142 H -6.9288 1.4740 -2.2805  0.12
143 H -6.7498 3.1802 -4.0535  0.13
144 H -4.5316 4.0638 -4.7045  0.13

Atoms 1-3, force components in eV/Å:
Ti -0.43 0.52 -0.17
Br 0.00 0.03 -0.01
C -0.15 0.00 -0.14

Results
* 2S+1: 1
* total charge: +3
* highest occupied orbital energy: -15.23 eV
* gap between HOMO and LUMO: 5.353 eV

Entry 2:
Here is 11 unconnected molecules or ions with the total composition C12H46N6O11 from OMol25. Energies are from ωB97M-V with the def2-TZVPD basis set.

Each line ends with the Löwdin charge.
CARTESIAN COORDINATES (ANGSTROEM)
1 N 7.3500 -15.2100 16.4260  0.17
2 C 8.4030 -14.8700 17.0660  -0.68
3 N 9.1580 -13.9890 16.4420  0.13
4 O 8.7510 -15.3090 18.3170  -0.12
5 H 6.8240 -16.0530 16.8730  0.10
6 H 7.1950 -15.1620 15.3890  0.09
7 H 10.1690 -13.7570 16.6950  0.09
8 H 8.7070 -13.4870 15.6280  0.15
9 N 10.0590 -16.9110 11.7340  0.22
10 C 10.3910 -15.6780 11.4590  -0.62
11 N 11.1640 -15.5470 10.4440  0.19
12 O 9.8210 -14.5570 11.9870  -0.11
13 H 9.4950 -16.9650 12.5280  0.06
14 H 10.6990 -17.6690 11.4490  0.08
15 H 11.5260 -14.6010 10.3070  0.14
16 H 11.6070 -16.3500 10.0180  0.08
17 N 11.6610 -19.3330 11.4090  0.15
18 C 11.6490 -19.1070 10.1130  -0.63
19 N 12.5570 -18.2620 9.7080  0.13
20 O 10.6890 -19.6340 9.2660  -0.11
21 H 10.9840 -20.0190 11.7170  0.08
22 H 12.5310 -19.1650 11.9790  0.14
23 H 12.5390 -17.9640 8.6710  0.18
24 H 13.3440 -17.9740 10.2650  0.08
25 C 9.3610 -18.6470 14.6830  -0.07
26 C 9.9770 -17.4290 15.4860  -0.27
27 O 9.6780 -16.2830 14.7310  -0.13
28 H 10.1570 -19.0560 14.0130  0.06
29 H 8.4550 -18.4290 14.1890  0.02
30 H 9.0550 -19.5350 15.2590  0.07
31 H 11.0780 -17.4640 15.5050  0.10
32 H 9.5610 -17.3200 16.4760  0.09
33 H 9.7580 -15.4430 15.2460  0.05
34 C 12.2620 -14.6110 17.4730  -0.16
35 O 11.7190 -13.3280 17.6250  -0.13
36 H 12.9750 -14.9850 18.2030  0.08
37 H 12.7460 -14.5470 16.4750  0.07
38 H 11.4900 -15.3850 17.4020  0.07
39 H 12.4250 -12.6700 17.7850  0.12
40 C 9.0860 -21.6280 11.2670  -0.16
41 O 8.8140 -20.4110 11.9730  -0.17
42 H 9.9990 -21.5840 10.6670  0.06
43 H 8.3210 -21.7940 10.4770  0.09
44 H 9.0080 -22.5420 11.8410  0.07
45 H 7.9700 -19.9850 11.5930  0.13
46 C 5.3750 -20.6200 14.1060  -0.17
47 O 4.2820 -20.2500 13.3150  -0.14
48 H 5.6010 -21.6730 13.7210  0.11
49 H 5.0950 -20.7300 15.2020  0.09
50 H 6.1040 -19.8990 13.9590  0.03
51 H 4.1560 -20.8150 12.5240  0.09
52 C 13.3510 -16.6950 13.2660  -0.16
53 O 13.7280 -17.3400 12.1020  -0.10
54 H 13.5780 -15.6650 13.5080  0.07
55 H 13.7560 -17.0480 14.1980  0.08
56 H 12.2430 -16.7700 13.3780  0.08
57 H 14.1830 -16.7520 11.5480  0.07
58 C 6.4960 -18.3440 16.6770  -0.13
59 O 5.8380 -17.3300 17.4130  -0.12
60 H 5.8850 -19.2230 16.6000  0.06
61 H 7.5400 -18.5450 17.0500  0.11
62 H 6.6490 -17.9150 15.7140  0.05
63 H 5.0860 -17.0410 16.8850  0.10
64 C 6.6010 -16.3030 12.6340  -0.13
65 O 6.9240 -15.2840 13.5580  -0.12
66 H 7.1950 -16.1990 11.6740  0.10
67 H 5.5650 -16.4250 12.3690  0.07
68 H 6.8930 -17.2470 13.0970  0.05
69 H 7.6700 -14.8240 13.2430  0.03
70 C 11.8950 -13.4760 14.1530  -0.21
71 O 11.3380 -12.5520 13.3280  -0.10
72 H 12.8800 -13.1990 14.5200  0.09
73 H 12.0370 -14.2830 13.4090  0.06
74 H 11.2290 -13.6940 14.9410  0.03
75 H 10.6330 -13.0710 12.9330  0.03

Atoms 1-3, force components in eV/Å:
N -4.88 -3.75 -1.17
C 3.09 -1.50 7.44
N 2.80 2.98 -2.60

Results
* 2S+1: 1
* highest occupied orbital energy: -8.38 eV
* gap between HOMO and LUMO: 8.236 eV
* structure (SMILES): NC(N)=O.NC(N)=O.NC(N)=O.CCO.CO.CO.CO.CO.CO.CO.CO